{
  "formula": "C47H135B3N5O15SnTi",
  "method": "the ωB97M-V functional and the def2-TZVPD basis",
  "symbols": ["Sn", "Ti", "B", "H", "H", "H", "H", "B", "H", "H", "H", "H", "B", "H", "H", "H", "H", "C", "O", "C", "C", "N", "C", "C", "O", "C", "H", "H", "H", "H", "H", "H", "H", "H", "H", "H", "H", "H", "H", "H", "H", "C", "O", "C", "C", "N", "C", "C", "O", "C", "H", "H", "H", "H", "H", "H", "H", "H", "H", "H", "H", "H", "H", "H", "H", "C", "O", "C", "C", "N", "C", "C", "O", "C", "H", "H", "H", "H", "H", "H", "H", "H", "H", "H", "H", "H", "H", "H", "H", "C", "C", "C", "O", "C", "N", "H", "H", "H", "H", "H", "H", "H", "H", "H", "H", "H", "C", "C", "C", "O", "C", "N", "H", "H", "H", "H", "H", "H", "H", "H", "H", "H", "H", "C", "C", "C", "O", "H", "H", "H", "H", "H", "H", "H", "H", "C", "C", "C", "O", "H", "H", "H", "H", "H", "H", "H", "H", "C", "C", "C", "O", "H", "H", "H", "H", "H", "H", "H", "H", "C", "C", "C", "O", "H", "H", "H", "H", "H", "H", "H", "H", "C", "C", "C", "O", "H", "H", "H", "H", "H", "H", "H", "H", "C", "C", "C", "O", "H", "H", "H", "H", "H", "H", "H", "H", "C", "C", "C", "O", "H", "H", "H", "H", "H", "H", "H", "H"],
  "xyz": [[-3.206, -0.930, -0.713], [0.603, -0.882, -2.564], [-5.832, 0.981, 0.292], [-5.892, 0.103, -0.332], [-6.359, 1.748, -0.254], [-6.403, 0.793, 1.189], [-4.859, 1.325, 0.606], [-1.330, -1.903, -3.161], [-1.111, -2.334, -2.196], [-2.112, -2.510, -3.590], [-1.660, -0.877, -3.125], [-0.478, -2.095, -3.796], [0.004, 0.054, -0.325], [0.926, 0.517, -0.012], [-0.262, 0.685, -1.159], [0.124, -0.986, -0.587], [-0.726, 0.100, 0.468], [3.844, 1.891, 8.539], [4.698, 0.995, 7.768], [5.948, 0.653, 8.397], [6.814, -0.303, 7.623], [6.915, 0.140, 6.163], [7.155, -1.162, 5.479], [7.023, -1.065, 3.986], [5.662, -0.521, 3.605], [4.696, -1.493, 3.432], [2.997, 2.116, 7.891], [4.377, 2.813, 8.772], [3.430, 1.495, 9.467], [5.847, 0.285, 9.418], [6.638, 1.495, 8.454], [6.365, -1.287, 7.761], [7.777, -0.316, 8.133], [5.950, 0.342, 5.943], [6.411, -1.900, 5.779], [8.154, -1.547, 5.688], [7.367, -1.993, 3.529], [7.733, -0.311, 3.646], [4.991, -2.308, 2.771], [3.775, -1.068, 3.034], [4.549, -1.930, 4.420], [4.302, -3.670, 0.312], [4.344, -2.530, -0.556], [4.219, -1.253, 0.010], [4.279, -0.178, -1.116], [2.869, 0.041, -1.661], [3.140, 1.116, -2.704], [1.804, 1.475, -3.458], [1.362, 0.362, -4.206], [0.816, 0.767, -5.452], [4.314, -4.489, -0.408], [3.457, -3.591, 0.996], [5.260, -3.739, 0.827], [5.089, -1.161, 0.660], [3.317, -1.173, 0.617], [4.995, -0.568, -1.840], [4.795, 0.724, -0.787], [2.281, 0.369, -0.908], [3.863, 0.905, -3.492], [3.447, 2.026, -2.188], [1.882, 2.378, -4.064], [1.130, 1.718, -2.637], [-0.049, 1.335, -5.112], [0.479, -0.088, -6.039], [1.511, 1.350, -6.057], [-5.150, -1.549, -4.065], [-5.147, -2.175, -2.823], [-6.367, -2.820, -2.494], [-6.082, -3.606, -1.271], [-5.739, -2.702, -0.131], [-5.545, -3.480, 1.059], [-5.230, -2.710, 2.314], [-3.944, -2.143, 2.380], [-3.595, -1.386, 3.610], [-6.128, -1.192, -4.389], [-4.817, -2.252, -4.829], [-4.498, -0.676, -4.076], [-6.600, -3.461, -3.344], [-7.236, -2.206, -2.258], [-5.239, -4.291, -1.368], [-6.976, -4.198, -1.074], [-6.541, -2.117, 0.058], [-4.659, -4.073, 0.835], [-6.315, -4.232, 1.232], [-5.481, -3.231, 3.238], [-5.879, -1.836, 2.369], [-4.397, -0.660, 3.739], [-2.720, -0.764, 3.423], [-3.352, -2.130, 4.370], [-2.654, 4.613, 2.609], [-2.507, 6.122, 3.058], [-3.786, 6.890, 2.845], [-4.341, 6.680, 1.549], [-5.537, 7.397, 1.203], [-2.059, 6.200, 4.417], [-1.804, 3.975, 2.367], [-3.157, 4.554, 1.644], [-3.309, 4.075, 3.294], [-1.820, 6.633, 2.383], [-3.481, 7.935, 2.901], [-4.556, 6.688, 3.591], [-5.705, 8.356, 1.694], [-6.445, 6.795, 1.200], [-5.514, 7.711, 0.159], [-2.862, 5.990, 4.994], [-1.375, 5.476, 4.582], [1.352, 0.417, 3.869], [-0.118, 0.601, 4.061], [-0.566, 1.449, 5.351], [0.082, 1.179, 6.495], [-0.437, 0.083, 7.172], [-0.580, 1.209, 2.852], [1.705, -0.394, 4.506], [1.910, 1.348, 3.970], [1.473, 0.027, 2.858], [-0.716, -0.310, 4.070], [-1.652, 1.472, 5.446], [-0.252, 2.473, 5.149], [0.100, -0.108, 8.101], [-0.388, -0.883, 6.669], [-1.458, 0.292, 7.491], [-0.322, 0.760, 1.985], [-0.138, 2.112, 2.758], [2.965, 4.941, -2.530], [3.029, 5.224, -4.036], [3.748, 6.468, -4.576], [3.794, 4.071, -4.400], [2.450, 4.033, -2.218], [2.592, 5.845, -2.049], [3.951, 4.857, -2.072], [2.000, 5.074, -4.362], [3.928, 6.526, -5.650], [4.748, 6.453, -4.142], [3.186, 7.316, -4.186], [4.637, 4.082, -3.941], [-4.448, -1.175, -7.392], [-2.978, -1.086, -6.859], [-1.981, -0.748, -8.037], [-2.770, -0.023, -6.016], [-5.002, -2.008, -6.960], [-4.473, -1.337, -8.470], [-5.021, -0.263, -7.223], [-2.744, -1.926, -6.205], [-2.089, 0.283, -8.374], [-2.297, -1.289, -8.929], [-0.968, -0.958, -7.694], [-2.541, -0.390, -5.159], [2.877, 4.250, 1.322], [3.826, 3.565, 2.372], [4.557, 2.422, 1.689], [4.784, 4.470, 2.803], [2.098, 4.875, 1.759], [2.252, 3.497, 0.843], [3.264, 4.909, 0.544], [3.189, 3.224, 3.189], [4.695, 2.682, 0.640], [3.921, 1.566, 1.463], [5.561, 2.139, 2.005], [5.416, 3.985, 3.340], [-3.401, 3.282, -1.360], [-4.083, 2.684, -2.628], [-3.078, 2.628, -3.795], [-4.449, 1.405, -2.308], [-2.574, 2.602, -1.154], [-4.034, 3.417, -0.484], [-2.964, 4.260, -1.565], [-4.919, 3.362, -2.799], [-2.251, 1.926, -3.684], [-2.577, 3.573, -4.004], [-3.609, 2.370, -4.711], [-5.205, 1.508, -1.725], [-0.575, -3.463, 2.155], [0.013, -3.420, 0.714], [0.679, -4.852, 0.453], [-1.058, -3.285, -0.196], [0.160, -3.339, 2.950], [-1.003, -4.411, 2.479], [-1.324, -2.706, 2.390], [0.793, -2.666, 0.608], [1.084, -4.986, -0.550], [-0.017, -5.660, 0.674], [1.469, -5.021, 1.184], [-0.651, -3.209, -1.062], [3.636, -3.686, -4.641], [2.518, -4.319, -3.600], [2.943, -5.673, -3.044], [2.404, -3.346, -2.606], [4.301, -4.496, -4.939], [4.252, -3.008, -4.051], [3.171, -3.159, -5.475], [1.624, -4.581, -4.166], [2.979, -6.454, -3.802], [2.200, -6.039, -2.335], [3.935, -5.596, -2.599], [3.242, -3.061, -2.233], [-3.463, -6.495, -2.703], [-2.606, -5.325, -2.828], [-1.110, -5.356, -2.554], [-2.768, -4.675, -4.059], [-3.095, -7.336, -3.290], [-4.503, -6.434, -3.025], [-3.396, -6.950, -1.715], [-2.999, -4.539, -2.183], [-0.621, -4.388, -2.666], [-0.555, -6.129, -3.085], [-1.005, -5.623, -1.503], [-2.560, -3.744, -3.945]],
  "atomic_forces_ev_per_a": [[-1.4, 0.3, 0.7], [0.7, -0.6, 0.7], [0.3, -0.1, 0.3], [0.3, -3.9, -2.6], [-1.9, 3.3, -2.3], [-2.3, -0.9, 3.5], [4.0, 1.1, 0.9], [-0.9, -0.3, -0.4], [0.9, -0.9, 3.3], [-2.6, -1.2, -1.3], [-0.8, 4.1, 0.1], [3.8, -0.4, -2.8], [0.1, 0.2, 0.2], [3.5, 1.4, 1.6], [-1.6, 2.3, -3.7], [0.7, -4.1, -1.0], [-2.6, 0.1, 2.3], [0.6, -0.3, -0.9], [0.2, -0.2, 1.1], [0.4, 1.2, 0.1], [-1.1, 0.5, -0.8], [0.2, -2.6, 1.7], [-0.5, 0.5, -0.7], [-0.7, 1.9, -0.2], [2.9, -0.1, -0.4], [-0.2, -0.9, 0.8], [0.1, 0.0, -0.1], [0.1, 0.1, 0.0], [0.3, -0.5, 0.1], [-0.4, -0.1, 0.1], [-0.6, 1.0, 0.2], [0.1, -0.4, -0.5], [0.2, 0.0, -0.3], [-0.3, 0.5, -0.3], [0.0, -0.3, 0.4], [0.0, 0.0, 0.3], [-0.9, -0.3, -0.4], [-0.2, 0.2, -0.2], [0.3, -0.1, -0.3], [0.1, 0.2, 0.3], [-0.8, -0.4, 0.0], [0.8, 1.0, -1.0], [-0.6, -0.5, -1.1], [1.1, 0.5, 0.0], [-1.2, -2.0, 1.1], [3.1, 0.4, -2.4], [-2.6, 0.8, -0.3], [1.7, 0.5, 1.8], [0.9, -0.7, 0.1], [-1.3, 0.1, 0.1], [-0.7, -0.3, 0.5], [0.0, -0.4, -0.1], [0.0, 0.1, 0.5], [0.0, 0.6, 0.4], [-0.3, 0.1, 0.0], [-0.6, -0.2, -0.6], [-0.6, 0.4, 0.4], [0.0, 0.7, 0.3], [0.3, -0.8, 0.5], [0.2, 0.1, -0.1], [0.4, -0.2, -0.2], [-0.7, 0.0, -0.1], [-0.3, 0.4, -1.0], [0.1, -0.1, 0.4], [0.1, 0.1, 0.3], [0.1, 0.3, -0.9], [-0.7, 0.6, 0.7], [1.2, -0.4, -0.5], [0.3, 0.1, 1.3], [-0.6, -0.1, -0.6], [2.0, -1.1, 0.3], [-1.0, 2.0, 1.0], [1.9, 0.1, 0.1], [-0.8, -0.8, -2.2], [-0.3, 0.0, 0.2], [0.1, -0.2, -0.1], [0.1, -0.1, 0.3], [-0.4, -0.3, 0.0], [0.1, 0.8, -0.4], [0.0, 0.0, -0.3], [-0.2, -0.3, 0.4], [-0.1, 0.7, -0.3], [0.3, -0.4, 0.2], [-0.5, 0.1, 0.2], [0.2, -0.8, 0.0], [-0.7, 0.2, -0.2], [-0.2, -0.3, 0.8], [0.1, -0.3, -0.5], [-0.5, 0.3, 0.5], [-0.9, 0.6, -0.9], [0.2, -2.5, -1.8], [-0.9, 0.9, -0.4], [-0.4, 0.1, -0.4], [0.3, 0.1, -0.6], [-0.1, 0.8, 0.5], [0.7, 0.5, 0.8], [-0.4, 0.3, 0.0], [0.1, 0.0, 0.2], [0.5, -0.2, 0.1], [-0.3, 0.4, 0.4], [0.0, -0.2, 0.4], [0.2, -0.2, 0.8], [0.1, -0.3, 0.8], [0.7, -0.2, -0.3], [0.0, -0.1, 0.4], [0.1, 0.0, 0.1], [0.4, -1.5, 0.7], [-1.1, 0.2, 0.4], [0.3, 1.0, -3.6], [1.4, -1.1, 1.9], [-0.2, -0.7, 1.3], [-1.4, 2.1, -0.4], [0.6, 0.3, 0.4], [0.1, -0.1, 0.2], [0.2, 0.1, -0.1], [0.6, -0.7, 0.5], [-0.2, -0.3, 0.0], [-0.2, 0.3, -0.5], [0.4, 0.5, 0.0], [-0.1, 0.1, -0.7], [-0.4, -0.1, -0.2], [-0.1, -0.6, 0.3], [-0.1, 0.5, 0.0], [0.2, 2.6, 0.9], [1.2, -1.9, 0.9], [-0.5, -0.3, 1.4], [-0.2, -1.2, -2.1], [-0.4, 0.3, -0.5], [-0.7, -0.2, 0.5], [0.5, 0.0, -0.3], [0.2, 0.1, -0.8], [-0.7, -0.3, 0.0], [0.1, 0.3, 0.3], [0.3, 0.4, -0.3], [0.0, 0.3, 0.1], [0.4, -0.2, 0.0], [-0.1, 0.3, -2.1], [-1.3, -1.3, 0.3], [-0.1, 2.0, 2.0], [0.1, 0.1, 0.1], [0.2, 0.0, -0.1], [0.2, 0.1, 0.3], [0.2, -0.9, -1.1], [0.0, 0.2, 0.7], [0.7, -0.6, 0.0], [0.0, 0.0, -0.4], [-0.1, 0.4, 0.3], [-0.8, -0.1, 0.7], [-0.6, 0.0, -1.8], [-0.5, -0.6, -1.9], [0.4, 1.2, 0.5], [0.2, 0.1, 0.7], [0.3, -0.4, -0.2], [0.9, -0.4, 0.1], [0.0, -0.1, 0.2], [0.4, 0.8, -0.2], [-0.1, -0.5, 1.0], [-0.3, -0.1, 0.7], [0.1, 0.1, 0.1], [0.5, 0.2, -0.7], [2.5, 2.0, 1.2], [-0.7, 0.5, -0.5], [-0.6, -1.5, -0.7], [0.1, 0.0, 0.5], [-0.2, -0.5, -0.2], [0.1, 0.2, -0.2], [-0.4, -0.3, -0.8], [-0.2, -0.4, 0.5], [-0.3, 0.3, 0.3], [0.1, -0.2, -0.1], [-0.6, -0.6, 0.9], [0.3, 0.4, 0.5], [-0.1, -3.1, 1.3], [-0.1, 1.0, 0.8], [0.0, 0.6, 0.5], [0.7, 0.3, -0.3], [-0.3, -0.3, -0.8], [-0.1, 0.2, -0.6], [-0.2, 0.3, 0.0], [0.0, 0.2, 0.0], [-0.4, 0.2, -0.3], [0.4, 0.2, 0.0], [-0.2, -0.2, -0.1], [-1.2, -1.5, 1.5], [2.9, 0.0, -2.2], [0.2, 0.1, 0.1], [-2.6, 0.7, 0.6], [-0.1, 0.1, -0.6], [-0.1, 0.2, -0.1], [0.1, -0.1, 0.0], [-0.6, 1.2, 0.4], [0.1, 0.2, -0.3], [0.1, 0.2, 0.3], [0.0, -0.2, 0.3], [0.5, -0.1, 0.2], [0.1, -2.9, -0.1], [0.7, 3.7, 0.0], [-0.1, -1.6, 1.4], [-0.8, -0.9, -2.4], [0.3, 0.0, -0.5], [0.1, 0.8, 0.3], [-0.3, 0.4, 0.4], [0.0, -0.2, 1.2], [-0.3, -0.1, -0.4], [-0.1, 0.0, -0.5], [0.2, 0.0, 0.2], [0.0, -0.2, 0.0]],
  "mulliken_spin": [0.94, 1.94, 0.23, 0.01, 0.00, -0.01, -0.01, -1.20, 0.25, 0.03, 0.26, 0.12, -0.55, 0.00, 0.06, 0.22, 0.16, 0.00, 0.00, 0.00, 0.00, 0.00, 0.00, 0.00, 0.00, 0.00, 0.00, 0.00, 0.00, 0.00, 0.00, 0.00, 0.00, 0.00, 0.00, 0.00, 0.00, 0.00, 0.00, 0.00, 0.00, 0.00, 0.00, 0.01, 0.01, 0.01, -0.02, 0.07, 0.01, 0.02, 0.00, 0.00, 0.00, 0.00, 0.00, 0.00, 0.00, 0.01, -0.01, 0.00, 0.01, -0.01, 0.00, 0.00, 0.00, 0.06, -0.12, 0.00, 0.03, -0.02, 0.01, 0.02, 0.01, 0.01, 0.00, -0.01, 0.01, 0.00, 0.00, 0.00, 0.00, 0.01, 0.00, 0.00, 0.00, -0.01, 0.00, 0.00, 0.00, 0.00, 0.00, 0.00, 0.00, 0.00, 0.00, 0.00, 0.00, 0.00, 0.00, 0.00, 0.00, 0.00, 0.00, 0.00, 0.00, 0.00, 0.00, -0.01, 0.00, 0.00, 0.00, -0.01, 0.00, 0.00, 0.00, 0.00, 0.00, 0.00, 0.00, 0.00, 0.00, 0.02, 0.00, 0.00, 0.00, 0.00, 0.00, 0.00, 0.00, 0.00, 0.00, 0.00, 0.00, 0.00, 0.00, 0.00, 0.00, 0.00, 0.01, 0.00, 0.00, 0.00, 0.00, 0.00, 0.00, 0.00, 0.01, 0.00, 0.00, 0.00, 0.00, 0.00, 0.00, 0.00, 0.00, 0.00, 0.00, 0.00, 0.00, 0.00, 0.00, -0.01, 0.06, 0.03, 0.00, 0.00, 0.00, 0.02, 0.00, 0.00, 0.00, -0.03, 0.02, 0.01, 0.12, 0.00, 0.00, 0.03, 0.03, 0.00, 0.00, 0.00, 0.07, 0.00, 0.01, 0.00, 0.01, 0.00, 0.00, 0.00, 0.00, 0.00, 0.00, 0.00, 0.01, 0.00, -0.05, 0.02, 0.00, 0.00, 0.00, 0.00, 0.06, 0.01, 0.00, 0.00, 0.01],
  "spin_multiplicity": 4,
  "lumo_ev": [0.015, 0.016],
  "homo_lumo_gap_ha": [0.1809, 0.2968],
  "e_homo_ev": [-4.9, -8.1]
}